Entry from the OMol25 dataset: a cluster of 2 separate species, C2H2ClO2S in total (the ωB97M-V functional and the def2-TZVPD basis).

As for the net charge: -1. Its frontier orbital gap is 6.6 eV. The largest force on an atom is 7.25 eV/Å. The LUMO energy is 3.7 eV. The value obtained for the energy above the lowest of the compared OMol25 structures with the same formula, charge and spin is 45.96 kcal per mole.

Each line ends with the natural charge from an NBO analysis.
Cartesian coordinates (Å):
C -1.170 0.212 -0.034  -0.84
C -1.342 1.424 -0.013  0.67
O -1.284 2.606 0.046  -0.53
O 2.198 -2.280 0.711  -0.97
S 1.638 -1.540 -0.493  0.57
Cl 1.971 0.623 -0.071  -0.46
H -0.243 -0.403 -0.351  0.30
H -1.768 -0.642 0.204  0.26

Atoms 1-3, force components in eV/Å:
C 1.1 -7.1 -0.7
C 0.7 6.0 0.4
O -0.8 -0.8 -0.2



Entry from the OMol25 dataset: a cluster of 2 separate species, C2H2ClO3 in total (the ωB97M-V functional and the def2-TZVPD basis).

As for the net charge: -1. Its frontier orbital gap is 4.8 eV. The largest force on an atom is 3.83 eV/Å. The LUMO energy is 2.9 eV. The value obtained for the energy above the lowest of the compared OMol25 structures with the same formula, charge and spin is 65.55 kcal per mole.

Each line ends with the natural charge from an NBO analysis.
Cartesian coordinates (Å):
C -0.214 -2.364 1.991  1.03
C -0.345 1.249 -0.725  -0.22
O 0.938 -2.308 1.874  -0.52
O -1.333 -2.532 2.106  -0.51
O 0.884 0.751 -1.269  -0.80
Cl -0.510 3.131 -1.608  -0.51
H -1.141 0.703 -1.279  0.08
H 1.721 1.370 -1.090  0.46

Atoms 1-3, force components in eV/Å:
C 2.4 -0.2 -0.4
C 1.0 0.3 0.9
O 0.0 0.3 0.1



Entry from the OMol25 dataset: the ion C2H2ClO4S with charge -1 (the ωB97M-V functional and the def2-TZVPD basis).

As for the net charge: -1. Its frontier orbital gap is 8.1 eV. The largest force on an atom is 5.11 eV/Å. The LUMO energy is 3.7 eV. The value obtained for the energy above the lowest of the compared OMol25 structures with the same formula, charge and spin is 40.59 kcal per mole.

Each line ends with the natural charge from an NBO analysis.
Cartesian coordinates (Å):
C 0.398 -1.753 -0.043  0.66
C -1.032 0.656 0.740  -0.83
O 1.354 1.755 -0.258  -0.95
O 0.603 -2.782 0.594  -0.62
O 0.987 -0.636 0.261  -0.70
O -0.052 0.501 -1.716  -0.98
S 0.328 0.775 -0.361  2.28
Cl -1.856 2.031 0.026  -0.14
H -0.240 -1.634 -0.803  0.12
H -0.491 1.087 1.559  0.17

Atoms 1-3, force components in eV/Å:
C 1.8 -2.8 3.9
C 1.4 0.0 -1.1
O 0.8 0.6 0.9



Entry from the OMol25 dataset: the molecule C2H2ClP (the ωB97M-V functional and the def2-TZVPD basis).

As for the net charge: 0. Its frontier orbital gap (spin up / spin down) is 7.4 / 7.6 eV. The largest force on an atom is 2.78 eV/Å. The LUMO energy (spin up / spin down) is -0.9 / -0.6 eV. The value obtained for the energy above the lowest of the compared OMol25 structures with the same formula, charge and spin is 51.44 kcal per mole.

Each line ends with the natural charge from an NBO analysis.
Cartesian coordinates (Å):
C 1.149 -0.195 0.539  -0.16
C 0.494 0.039 -0.552  -0.55
P -1.141 0.829 0.191  0.53
Cl -2.450 -0.675 -0.044  -0.29
H 1.308 0.382 1.455  0.22
H 0.640 -0.381 -1.589  0.24

Atoms 1-3, force components in eV/Å:
C -0.3 1.4 0.3
C -1.5 -0.5 -1.1
P 2.7 -0.2 -0.4



Entry from the OMol25 dataset: a cluster of 2 separate species, C2H2ClP in total (the ωB97M-V functional and the def2-TZVPD basis).

As for the net charge: 0. Its frontier orbital gap (spin up / spin down) is 8.4 / 8.1 eV. The largest force on an atom is 2.94 eV/Å. The LUMO energy (spin up / spin down) is -0.4 / -1.9 eV. As for the spin multiplicity: 3. The value obtained for the energy above the lowest of the compared OMol25 structures with the same formula, charge and spin is 81.38 kcal per mole. The expectation value of S² is 2.0085.

Each line ends with the natural charge from an NBO analysis.
Cartesian coordinates (Å):
C 0.554 0.758 -0.235  -0.33
C 1.540 0.087 0.554  -0.43
P 1.694 1.931 -0.032  0.59
Cl 2.561 -1.188 -0.120  -0.04
H -1.510 -0.449 -1.757  0.00
H 1.538 -0.216 1.527  0.21

Atoms 1-3, force components in eV/Å:
C 0.8 0.4 0.6
C 0.0 -0.1 -2.5
P -0.3 -0.1 -0.1



Entry from the OMol25 dataset: a structure of composition C2H2CoO2 (the ωB97M-V functional and the def2-TZVPD basis).

As for the net charge: +2. Its frontier orbital gap (spin up / spin down) is 10.2 / 7.3 eV. The largest force on an atom is 5.39 eV/Å. The LUMO energy (spin up / spin down) is -11.9 / -14.4 eV. As for the spin multiplicity: 6. The value obtained for the energy above the lowest of the compared OMol25 structures with the same formula, charge and spin is 72.13 kcal per mole. The expectation value of S² is 8.8147.

Each line ends with the natural charge from an NBO analysis.
Cartesian coordinates (Å):
C -0.981 0.257 0.042  0.58
C -0.043 1.194 0.017  0.07
O 1.646 0.408 -0.038  -0.47
Co 1.323 -1.425 -0.030  1.69
H -0.049 2.279 0.070  0.33
O -0.583 -1.052 0.052  -0.79
H -1.313 -1.662 -0.112  0.59

Atoms 1-3, force components in eV/Å:
C 2.5 -1.3 0.0
C 3.1 -0.8 0.0
O -4.7 2.6 0.2



Entry from the OMol25 dataset: a structure of composition C2H2EuFLiO2 (the ωB97M-V functional and the def2-TZVPD basis).

As for the net charge: 0. Its frontier orbital gap (spin up / spin down) is 5.6 / 5.8 eV. The largest force on an atom is 2.19 eV/Å. The LUMO energy (spin up / spin down) is -0.7 / -0.7 eV. As for the spin multiplicity: 8. The expectation value of S² is 15.7624.

Each line ends with the Mulliken spin population.
Cartesian coordinates (Å):
F 0.548 -0.771 2.098  0.00
C -0.371 -0.575 1.044  -0.01
C -1.608 -1.086 1.346  -0.01
H -2.257 -1.398 0.524  0.00
H -1.838 -1.447 2.358  0.00
O 1.069 1.186 -0.388  -0.02
O 0.447 2.175 -1.347  -0.02
Li 1.167 0.620 -2.444  0.00
Eu -0.954 1.831 0.237  7.06

Atoms 1-3, force components in eV/Å:
F -0.5 0.5 -0.1
C -1.4 -1.2 0.3
C 1.0 -0.1 0.4



Entry from the OMol25 dataset: a cluster of 2 separate species, C2H2F2O in total (the ωB97M-V functional and the def2-TZVPD basis).

As for the net charge: 0. Its frontier orbital gap (spin up / spin down) is 8.8 / 8.8 eV. The largest force on an atom is 3.61 eV/Å. The LUMO energy (spin up / spin down) is 0.5 / 0.5 eV. The value obtained for the energy above the lowest of the compared OMol25 structures with the same formula, charge and spin is 62.59 kcal per mole.

Each line ends with the natural charge from an NBO analysis.
Cartesian coordinates (Å):
C 1.376 -0.060 -0.379  0.39
C -0.971 0.032 0.354  0.47
O 2.209 0.548 0.167  -0.46
F -1.590 -0.951 -0.301  -0.34
F -1.453 1.226 -0.002  -0.34
H 1.359 -0.685 -1.270  0.14
H -0.930 -0.109 1.431  0.13

Atoms 1-3, force components in eV/Å:
C -3.2 0.7 1.5
C 3.5 0.0 -0.8
O 0.1 -0.3 -0.3



Entry from the OMol25 dataset: the molecule C2H2F2O3S (the ωB97M-V functional and the def2-TZVPD basis).

As for the net charge: 0. Its frontier orbital gap (spin up / spin down) is 7.0 / 6.2 eV. The largest force on an atom is 6.68 eV/Å. The LUMO energy (spin up / spin down) is 0.6 / -4.2 eV. As for the spin multiplicity: 3. The value obtained for the energy above the lowest of the compared OMol25 structures with the same formula, charge and spin is 43.98 kcal per mole. The expectation value of S² is 2.0098.

Each line ends with the natural charge from an NBO analysis.
Cartesian coordinates (Å):
C 0.388 -1.291 0.009  0.27
C 0.041 0.092 -0.603  0.43
O 1.541 -1.888 0.458  -0.55
O 1.170 -3.665 2.502  -0.80
O 0.241 -1.021 -1.425  -0.42
F -1.278 0.120 -0.357  -0.32
F 3.203 -3.424 0.848  -0.48
S 2.129 -2.785 1.892  1.48
H -0.558 -1.741 0.394  0.18
H 0.685 0.897 -0.450  0.20

Atoms 1-3, force components in eV/Å:
C -0.6 -1.0 0.2
C -0.7 -5.5 1.4
O -2.0 2.9 -5.7



Entry from the OMol25 dataset: the molecule C2H2F2S2 (the ωB97M-V functional and the def2-TZVPD basis).

As for the net charge: 0. Its frontier orbital gap is 8.6 eV. The largest force on an atom is 1.24 eV/Å. The LUMO energy is -0.8 eV. As for the SMILES: FC(F)C(=S)S. The value obtained for the energy above the lowest of the compared OMol25 structures with the same formula, charge and spin is 0.00 kcal per mole.

Each line ends with the natural charge from an NBO analysis.
Cartesian coordinates (Å):
C 0.540 0.023 -0.001  -0.38
C -0.827 -0.666 0.004  0.51
H 1.739 2.008 0.012  0.15
H -0.725 -1.718 -0.016  0.16
F -1.521 -0.273 -1.091  -0.33
F -1.519 -0.273 1.093  -0.33
S 0.402 1.751 -0.001  0.14
S 1.910 -0.852 0.000  0.07

Atoms 1-3, force components in eV/Å:
C 0.5 -0.2 0.0
C 0.5 1.1 -0.2
H -0.5 -0.2 0.0



Entry from the OMol25 dataset: the molecule C2H2F3IO (the ωB97M-V functional and the def2-TZVPD basis).

As for the net charge: 0. Its frontier orbital gap is 10.0 eV. The largest force on an atom is 4.60 eV/Å. The LUMO energy is 0.1 eV. As for the SMILES: O[C@@H](I)C(F)(F)F. The value obtained for the energy above the lowest of the compared OMol25 structures with the same formula, charge and spin is 6.07 kcal per mole.

Each line ends with the natural charge from an NBO analysis.
Cartesian coordinates (Å):
C 0.168 -0.705 -0.231  0.01
C -0.035 0.960 -0.253  0.93
O 0.803 -1.008 0.846  -0.68
F -0.883 1.368 -1.234  -0.32
F -0.552 1.341 0.926  -0.32
F 1.213 1.496 -0.425  -0.32
I -1.881 -1.590 -0.264  -0.01
H 0.805 -1.004 -1.040  0.21
H 0.361 -0.858 1.676  0.50

Atoms 1-3, force components in eV/Å:
C -2.5 3.5 -1.5
C 0.0 -2.4 -0.9
O 2.5 -1.6 2.7



Entry from the OMol25 dataset: the molecule C2H2F3NO (the ωB97M-V functional and the def2-TZVPD basis).

As for the net charge: 0. Its frontier orbital gap (spin up / spin down) is 10.1 / 9.8 eV. The largest force on an atom is 4.76 eV/Å. The LUMO energy (spin up / spin down) is 1.0 / -1.8 eV. As for the spin multiplicity: 3. The value obtained for the energy above the lowest of the compared OMol25 structures with the same formula, charge and spin is 9.30 kcal per mole. The expectation value of S² is 2.0087.

Each line ends with the natural charge from an NBO analysis.
Cartesian coordinates (Å):
C 0.593 0.435 0.257  0.23
C -0.403 -0.719 -0.637  0.56
N 0.037 0.840 1.450  0.04
O -1.118 1.179 1.433  -0.17
F 1.884 -0.063 0.398  -0.33
F -0.405 -1.954 -0.122  -0.32
F 0.121 -0.726 -1.869  -0.32
H 0.747 1.218 -0.454  0.17
H -1.456 -0.210 -0.456  0.14

Atoms 1-3, force components in eV/Å:
C 1.4 -3.4 -3.1
C -0.1 3.2 2.9
N 0.6 -0.3 1.0